{
  "formula": "C40H102AlN7O19",
  "method": "ωB97M-V/def2-TZVPD",
  "total_charge": 4,
  "gap_ev": 4.74,
  "e_lumo_ev": -10.7,
  "homo_energy_ev": -15.46,
  "energy_ha": -3639.004362,
  "symbols": ["Al", "O", "O", "O", "O", "O", "O", "O", "O", "O", "O", "O", "O", "O", "O", "O", "O", "O", "O", "O", "N", "N", "N", "N", "N", "N", "N", "C", "C", "C", "C", "C", "C", "C", "C", "C", "C", "C", "C", "C", "C", "C", "C", "C", "C", "C", "C", "C", "C", "C", "C", "C", "C", "C", "C", "C", "C", "C", "C", "C", "C", "C", "C", "C", "C", "C", "C", "H", "H", "H", "H", "H", "H", "H", "H", "H", "H", "H", "H", "H", "H", "H", "H", "H", "H", "H", "H", "H", "H", "H", "H", "H", "H", "H", "H", "H", "H", "H", "H", "H", "H", "H", "H", "H", "H", "H", "H", "H", "H", "H", "H", "H", "H", "H", "H", "H", "H", "H", "H", "H", "H", "H", "H", "H", "H", "H", "H", "H", "H", "H", "H", "H", "H", "H", "H", "H", "H", "H", "H", "H", "H", "H", "H", "H", "H", "H", "H", "H", "H", "H", "H", "H", "H", "H", "H", "H", "H", "H", "H", "H", "H", "H", "H", "H", "H", "H", "H", "H", "H"],
  "positions_angstrom": [[-20.32, -15.69, -2.34], [-14.66, -17.42, 1.61], [-20.72, -12.61, -3.07], [-23.08, -14.61, -0.87], [-24.46, -20.73, -3.43], [-22.37, -13.62, -3.72], [-19.65, -13.99, 0.27], [-27.53, -16.50, -1.76], [-24.00, -11.10, -0.29], [-17.24, -10.59, -6.16], [-18.58, -17.42, -0.78], [-20.94, -17.01, -5.03], [-17.55, -16.23, -3.53], [-19.54, -16.75, 3.99], [-22.54, -17.43, -3.58], [-17.98, -13.81, -1.11], [-19.83, -18.71, -2.00], [-22.44, -16.59, -0.27], [-21.42, -14.17, -8.11], [-18.33, -14.53, -4.58], [-17.32, -11.77, -3.55], [-15.56, -17.00, -1.15], [-18.87, -15.82, 7.04], [-24.74, -14.86, -8.97], [-25.11, -15.26, -3.52], [-23.04, -19.76, -1.04], [-21.22, -11.46, -0.16], [-24.39, -21.39, -2.16], [-23.37, -10.92, 0.94], [-17.32, -9.36, -3.39], [-25.03, -10.20, -0.61], [-16.54, -9.38, -6.51], [-19.13, -18.53, -0.98], [-26.07, -14.55, -2.55], [-15.10, -17.32, 2.98], [-16.78, -15.76, -5.86], [-23.70, -13.90, -8.28], [-18.12, -10.51, -3.91], [-21.84, -12.58, -3.44], [-14.46, -16.14, -0.48], [-22.11, -11.86, 1.08], [-25.48, -19.35, -1.17], [-19.70, -15.16, 5.89], [-28.77, -17.20, -1.87], [-19.82, -13.66, 6.32], [-24.41, -12.90, -7.36], [-23.27, -15.63, -0.19], [-22.50, -11.28, -3.61], [-18.66, -19.66, -0.16], [-22.84, -18.21, -5.71], [-21.25, -11.74, 2.39], [-19.08, -15.52, 4.55], [-24.52, -15.75, 0.71], [-27.45, -15.25, -2.50], [-24.34, -21.61, -4.48], [-20.29, -14.65, -7.36], [-24.42, -20.38, -1.08], [-18.42, -10.45, -5.42], [-17.52, -15.48, -4.56], [-26.11, -12.99, -2.92], [-14.63, -16.08, 1.08], [-19.42, -16.88, 2.51], [-22.63, -14.72, -7.65], [-22.05, -17.47, -4.74], [-17.68, -12.98, 1.12], [-14.36, -14.94, -1.45], [-18.51, -13.72, 0.02], [-22.92, -19.04, -0.35], [-22.75, -14.75, -6.57], [-20.94, -10.72, 2.60], [-23.44, -13.43, -9.23], [-24.06, -10.97, 1.78], [-25.40, -18.83, -2.13], [-16.37, -16.47, -1.42], [-21.71, -10.53, -3.65], [-17.48, -12.63, -4.06], [-17.36, -9.36, -2.30], [-26.68, -12.51, -2.13], [-25.44, -14.29, -9.42], [-20.38, -12.39, 2.33], [-22.45, -12.89, 0.99], [-18.79, -16.82, 6.98], [-20.10, -13.46, 7.35], [-14.80, -18.20, 3.55], [-17.39, -11.97, -2.56], [-16.38, -8.69, -5.68], [-25.28, -15.36, -8.27], [-22.62, -15.73, -8.05], [-24.35, -15.68, 1.78], [-24.36, -20.87, -0.11], [-23.06, -11.15, -2.69], [-23.10, -9.86, 1.01], [-15.61, -9.76, -6.95], [-23.14, -11.25, -4.49], [-25.61, -14.58, -1.56], [-23.66, -12.16, -7.09], [-15.76, -16.08, -5.64], [-23.36, -22.07, -4.39], [-25.49, -15.61, -4.39], [-17.83, -8.44, -3.67], [-25.82, -10.26, 0.14], [-19.16, -20.53, -0.56], [-22.40, -17.97, -6.68], [-25.06, -22.41, -4.32], [-17.80, -13.46, 2.09], [-28.28, -14.56, -2.35], [-19.11, -10.75, -3.52], [-20.57, -13.17, 5.70], [-24.48, -21.13, -5.46], [-15.12, -17.43, -1.96], [-29.41, -16.51, -1.32], [-19.33, -14.61, 4.01], [-26.42, -19.89, -1.07], [-24.55, -9.29, -0.96], [-23.51, -22.05, -2.11], [-25.67, -10.50, -1.44], [-25.18, -16.57, 0.43], [-25.19, -22.10, -1.95], [-25.29, -12.35, -7.70], [-15.22, -14.28, -1.33], [-25.43, -18.54, -0.44], [-25.14, -12.50, -2.86], [-14.12, -15.20, -2.48], [-26.72, -12.87, -3.82], [-15.81, -17.74, -0.51], [-16.34, -11.68, -3.73], [-20.35, -11.98, -0.17], [-20.33, -14.60, -6.27], [-21.60, -11.79, -1.04], [-16.62, -12.87, 0.91], [-18.92, -13.05, 6.33], [-21.93, -12.11, 3.16], [-14.56, -16.51, 3.48], [-19.49, -13.95, -7.58], [-16.27, -9.27, -3.70], [-18.07, -11.97, 1.28], [-18.45, -16.74, 2.03], [-22.85, -19.28, -5.50], [-15.62, -15.72, 1.35], [-18.99, -11.34, -5.70], [-21.14, -10.46, -0.31], [-19.26, -15.69, 7.96], [-24.63, -16.02, -3.07], [-16.42, -14.87, -6.38], [-20.62, -15.70, 6.08], [-24.60, -13.41, -6.42], [-19.98, -17.74, 2.17], [-17.58, -19.64, -0.32], [-17.88, -15.60, 7.08], [-16.17, -17.19, 3.13], [-18.00, -15.39, 4.55], [-25.14, -14.85, 0.69], [-13.43, -14.39, -1.29], [-17.29, -16.52, -6.44], [-20.06, -16.02, 2.29], [-28.68, -18.10, -1.28], [-24.30, -14.73, -3.81], [-22.95, -19.30, -1.93], [-13.54, -16.71, -0.60], [-29.18, -17.42, -2.86], [-22.45, -20.54, -0.78], [-14.00, -15.38, 1.63], [-17.05, -8.81, -7.28], [-19.12, -9.66, -5.67], [-23.84, -17.78, -5.76], [-19.93, -15.67, -7.53], [-24.21, -15.27, -9.72], [-18.92, -19.41, 0.87], [-27.68, -15.49, -3.54]],
  "mulliken_charge": [0.86, -0.40, 0.40, 0.15, -0.14, -0.44, -0.55, -0.19, -0.04, -0.33, -0.13, -0.55, -0.72, -0.54, 0.01, -0.58, -0.62, -0.67, -0.48, -0.35, 0.44, 0.11, -0.41, -0.30, 0.59, 0.20, 0.38, -1.09, -1.34, -1.80, -0.86, -0.69, 0.58, 1.89, -0.59, -1.41, -0.04, 1.64, 0.01, 0.07, 1.67, -1.02, 0.11, -0.87, -1.34, -1.14, 0.72, -0.78, -1.24, -1.08, -1.36, 0.26, -1.46, -1.12, -0.94, -0.61, 0.10, -0.94, 0.49, -1.58, -0.39, 0.45, 0.51, 0.40, -1.18, -1.23, 0.99, 0.15, -0.28, 0.41, 0.29, 0.51, 0.24, -0.04, 0.19, -0.20, 0.49, 0.53, 0.37, 0.10, -0.60, 0.36, 0.46, 0.35, 0.05, 0.27, 0.27, 0.31, 0.46, 0.47, -0.09, 0.50, 0.23, 0.17, -0.90, 0.32, 0.40, 0.38, 0.50, 0.41, 0.35, 0.33, 0.38, 0.36, 0.14, 0.55, -0.64, 0.23, 0.23, 0.42, 0.40, -0.27, 0.47, 0.36, 0.56, 0.20, 0.12, 0.55, 0.48, 0.17, 0.06, 0.13, 0.43, 0.45, 0.26, 0.53, 0.05, 0.14, -0.54, 0.34, 0.40, 0.47, 0.37, 0.35, 0.50, 0.37, -0.03, 0.12, 0.03, 0.23, 0.46, 0.36, -0.24, 0.34, 0.32, 0.09, -0.03, 0.30, 0.35, 0.06, 0.34, 0.35, 0.47, 0.27, -0.02, 0.22, -0.19, -0.10, 0.39, 0.34, 0.37, 0.53, 0.32, 0.56, 0.22, 0.34, 0.38, 0.22, 0.38]
}